28
Properties=species:S:1:pos:R:3:forces:R:3 method="wB97M-V/def2-TZVPD" max_force_ev_per_a=3.5 de_lowest_kj_mol=218.9 homo_ev=-9.2 total_charge=0
C 1.490437 -0.563271 0.840716 -1.26 0.55 0.90
C 0.089092 -1.171792 0.920079 0.47 -1.37 -0.58
C 0.271155 0.287646 0.620341 0.09 1.61 -2.65
C -0.188421 -2.381600 0.005898 3.23 -0.36 0.94
C -0.468578 -1.346476 2.299322 0.46 0.98 -0.38
C 0.374972 0.140312 -1.944704 0.59 -2.12 0.38
C 0.813520 2.343326 -0.903081 1.91 -0.35 1.95
C -1.525123 1.217602 -0.808278 -1.22 2.00 0.95
C 0.003160 1.074674 -0.780492 -0.52 -2.29 0.51
O -0.100469 1.163370 1.623233 -0.81 1.18 0.65
H 2.022516 -0.443258 1.798559 0.18 -0.09 -0.91
H 1.902233 -0.794160 -0.124637 1.04 -0.11 0.32
H -1.044249 -2.379568 -0.528384 -3.12 0.33 -1.61
H -0.166173 -3.340733 0.528859 -0.26 0.28 0.76
H 0.605494 -2.609973 -0.723076 -0.03 0.74 0.03
H -0.133708 -0.439325 2.805217 -0.54 -0.57 0.71
H -0.082442 -2.221845 2.772086 0.07 -0.72 0.37
H -1.543176 -1.359956 2.190698 -0.46 -0.13 0.50
H -0.001766 0.520244 -2.862632 0.40 0.91 -1.07
H -0.152762 -0.846087 -1.962401 0.15 0.76 0.69
H 1.473464 -0.190218 -1.979382 -1.43 1.06 -0.19
H 0.561781 3.023812 -1.678655 -0.75 0.39 -0.81
H 0.886682 2.933460 0.073315 -0.13 -0.89 -1.28
H 1.827128 1.953085 -1.178547 -0.43 0.77 0.49
H -1.996650 2.125755 -0.238691 1.21 -1.52 -0.24
H -1.936658 0.295105 -0.401927 -0.39 0.04 -0.15
H -1.998781 1.461351 -1.757498 0.47 -0.52 -0.56
H -0.982678 1.548521 1.394062 1.07 -0.55 0.27

---

9
Properties=species:S:1:pos:R:3:forces:R:3 method="wB97M-V/def2-TZVPD" max_force_ev_per_a=0.6 de_lowest_kj_mol=79.8 homo_ev=-3.2 total_charge=-1
O 1.846989 0.186514 1.014774 -0.05 -0.18 0.16
H 2.090034 -0.547151 1.592340 -0.05 0.11 -0.12
C 0.224885 -0.204936 -0.913194 0.15 0.27 0.47
S -0.032193 0.022871 0.879204 0.55 -0.03 -0.13
S -2.486820 -0.056639 0.610857 -0.28 -0.11 0.00
H -0.749854 -0.247518 -1.378789 0.00 -0.10 -0.19
H 0.833681 -1.091229 -1.091155 -0.15 -0.08 -0.01
H 0.794855 0.661730 -1.244985 -0.05 0.02 -0.17
H -2.521578 1.276361 0.530945 -0.12 0.10 -0.02

---

10
Properties=species:S:1:pos:R:3:forces:R:3 method="wB97M-V/def2-TZVPD" max_force_ev_per_a=1.2 de_lowest_kj_mol=34.5 homo_ev=-2.1 total_charge=-1
C 0.785420 -0.388692 0.911411 -0.48 -0.60 -0.41
N 0.209384 -0.523731 -0.424230 0.01 0.17 0.22
C -0.715261 0.600582 -0.840518 0.33 0.47 -1.08
O -1.995311 0.314068 -0.856615 -0.38 -0.26 0.31
H 0.661181 0.628084 1.274114 0.12 0.24 -0.03
H 0.310741 -1.037300 1.656589 0.00 -0.12 0.11
H 1.843083 -0.638369 0.869852 0.33 0.06 0.30
H -0.375547 -1.354952 -0.508542 0.12 0.31 0.22
H -0.413643 1.495190 -0.231752 0.06 -0.12 0.50
H -0.310049 0.905122 -1.850312 -0.11 -0.15 -0.14

---

63
Properties=species:S:1:pos:R:3:forces:R:3 method="wB97M-V/def2-TZVPD" max_force_ev_per_a=13.6 de_lowest_kj_mol=1167.8 homo_ev=-6.6 total_charge=0
C 0.263495 -4.378657 0.128671 0.06 0.14 -0.08
C 0.413047 -3.030637 -0.231635 -1.11 -0.49 0.66
N -0.440472 -2.084873 0.261892 -0.85 -9.01 2.37
C -1.447954 -2.438684 1.111606 0.58 -0.93 -0.51
C -1.649771 -3.777548 1.469519 -0.01 0.14 -0.08
C -0.781910 -4.759829 0.976176 0.07 0.57 -0.11
C 1.472528 -2.575594 -1.202547 0.05 0.10 -0.44
P 1.835366 -0.760836 -0.991797 12.12 -3.86 -2.77
La -0.252526 -0.032569 -0.387442 3.26 4.66 4.31
P -2.328092 0.157026 0.525327 -12.29 1.30 5.68
C -2.282772 -1.315405 1.683598 -0.03 0.22 0.25
C -0.063995 1.897474 -1.091194 1.05 9.53 -3.81
C 0.969685 2.762571 -0.649691 -0.26 0.25 -1.12
C 1.135989 4.056936 -1.166732 0.24 -0.07 -0.04
C 0.260084 4.551556 -2.145191 -0.02 -0.57 0.29
C -0.783553 3.728072 -2.592249 -0.24 -0.05 -0.08
C -0.936800 2.430090 -2.075993 0.55 0.65 0.14
O 0.755192 -2.551792 -4.303278 -0.78 0.29 -0.09
O -0.303681 -0.040801 -4.198687 0.28 0.74 0.15
H 0.959432 -5.119779 -0.274899 -0.25 0.26 0.18
H -2.470377 -4.038220 2.144154 0.31 0.09 -0.26
H -0.918043 -5.810274 1.252453 0.06 0.43 -0.11
C 3.170631 -0.681666 0.275472 0.44 -0.32 0.01
C 2.671245 -0.247583 -2.541719 0.27 -0.27 -0.23
H -3.280914 -1.671059 1.993624 0.35 0.13 -0.17
H -1.764530 -0.930601 2.584196 -0.19 -0.18 -0.27
H 1.086996 -2.647265 -2.249544 0.19 -0.11 0.53
H 2.369823 -3.216879 -1.140914 -0.29 0.30 0.03
C -2.782303 1.571358 1.606854 -0.51 -0.07 0.36
C -3.831481 -0.108410 -0.506983 -0.36 -0.23 0.08
H 1.655813 2.410492 0.129956 -0.04 0.14 -0.18
H 1.954075 4.687196 -0.796321 -0.34 -0.19 -0.16
H 0.386261 5.562338 -2.548669 -0.05 -0.43 0.17
H -1.484600 4.095220 -3.352277 0.29 -0.08 0.28
H -1.754253 1.805818 -2.458173 0.14 0.22 0.00
H -0.556873 -0.165546 -3.234631 -0.33 -0.24 -0.26
H 0.038680 0.871641 -4.211260 -0.18 -0.45 -0.19
H 0.461342 -1.606046 -4.402431 0.22 -0.59 0.00
H -0.086968 -3.036640 -4.367170 0.51 0.19 -0.04
H -0.922944 -0.508005 -1.878963 -2.93 -2.10 -6.24
H 4.074159 -1.231119 -0.043458 -0.25 0.19 0.19
H 3.423906 0.376955 0.452946 -0.11 -0.39 -0.11
H 2.780702 -1.103633 1.215753 0.33 0.18 -0.42
H 3.547570 -0.877884 -2.768871 -0.28 0.24 -0.03
H 1.932966 -0.308737 -3.354711 0.41 0.03 0.21
H 2.981865 0.804020 -2.421375 -0.14 -0.41 0.00
H -4.751879 -0.179292 0.099362 0.28 0.00 -0.25
H -3.918463 0.733882 -1.214046 0.06 -0.33 0.29
H -3.687339 -1.031636 -1.091449 -0.14 0.35 0.16
H -3.749737 1.420908 2.116863 0.30 0.09 -0.12
H -1.974735 1.713898 2.342419 -0.49 -0.10 -0.30
H -2.831696 2.473543 0.974247 0.02 -0.40 0.25
Cl -0.221294 3.546480 1.790093 0.10 -0.45 0.42
C 0.482606 2.205272 2.695323 0.58 -1.53 0.89
C 0.556302 0.851001 2.210356 -0.29 0.41 1.30
C 1.020544 -0.126462 3.144081 -0.20 2.29 0.21
Cl 1.037619 -1.845072 2.786997 0.13 0.14 0.16
C 1.447594 0.230210 4.437854 0.20 -0.75 0.19
Cl 2.025401 -1.004509 5.568815 -0.27 0.65 -0.51
C 1.408910 1.558528 4.854698 0.18 0.12 0.63
Cl 1.940401 1.991722 6.484796 -0.30 -0.27 -0.98
C 0.916127 2.539334 3.995857 -0.18 0.74 -0.21
Cl 0.823601 4.210000 4.580340 0.10 -0.91 -0.24

---

75
Properties=species:S:1:pos:R:3:forces:R:3 method="wB97M-V/def2-TZVPD" max_force_ev_per_a=0.5 de_lowest_kj_mol=0.0 homo_ev=-4.2 total_charge=-1
Cd -1.830378 -0.595225 -1.773113 0.07 -0.28 -0.39
C -4.206370 -3.845197 -2.238375 -0.04 0.00 0.05
C -4.275269 -2.892673 -1.076717 0.05 0.01 0.03
C -3.563638 -3.140515 0.098292 0.01 0.00 0.01
C -3.625429 -2.267924 1.176183 -0.02 -0.01 -0.03
C -4.387636 -1.110085 1.092374 0.00 -0.03 -0.05
C -5.086998 -0.841638 -0.075564 -0.07 -0.05 -0.01
C -5.039011 -1.729760 -1.147254 -0.04 0.07 0.19
H -4.305961 -3.309994 -3.182571 0.00 0.01 0.00
H -5.005258 -4.591399 -2.174844 0.03 0.03 0.00
H -3.249008 -4.365422 -2.252321 0.02 0.00 0.01
H -2.927323 -4.017391 0.151063 -0.02 0.01 0.00
H -3.048050 -2.473293 2.070778 -0.01 0.00 -0.04
H -4.402395 -0.405461 1.914259 0.00 -0.01 -0.01
H -5.665529 0.070909 -0.162775 0.01 -0.02 0.00
H -5.594856 -1.509372 -2.050920 0.06 0.00 -0.04
C 2.081431 3.424511 -4.453974 -0.07 0.02 0.03
C 0.686736 3.396518 -3.885631 0.12 -0.07 -0.02
C -0.073046 4.543826 -3.696955 0.03 0.12 -0.03
C -1.333455 4.458458 -3.135841 -0.03 0.04 0.02
C -1.786731 3.196519 -2.779725 -0.05 0.11 0.05
Br -3.497376 3.047125 -1.958390 0.02 -0.03 -0.01
N -1.103407 2.096335 -2.951291 0.16 -0.09 -0.05
C 0.110515 2.197117 -3.495153 -0.07 -0.10 -0.02
H 2.252448 4.329563 -5.037650 -0.01 0.00 0.00
H 2.260668 2.562409 -5.097366 -0.02 0.01 0.02
H 2.826134 3.395733 -3.655092 -0.01 0.00 0.00
H 0.323069 5.511124 -3.987995 -0.01 -0.02 0.01
H -1.946662 5.332741 -2.968943 0.01 -0.03 -0.01
H 0.647165 1.263340 -3.623666 -0.04 0.01 -0.02
Se -0.357064 -2.840857 -2.086886 -0.03 0.26 0.10
Te -0.824333 -3.379910 -4.493080 0.02 -0.08 -0.04
Te -1.392953 -0.916791 -5.418414 -0.02 0.05 0.02
Se -3.351092 -0.430939 -3.932652 0.09 0.02 0.19
C 4.330609 0.233257 0.650038 0.21 0.15 0.11
Si 2.767609 -0.541163 -0.050070 -0.11 0.14 0.15
C 2.483594 0.134425 -1.761382 -0.05 0.07 -0.26
C 3.121889 -2.370657 -0.104727 -0.02 -0.29 0.01
Si 0.989780 0.005222 1.385056 -0.01 -0.05 -0.01
Te -1.133290 0.876259 0.405145 -0.10 0.05 0.03
Si 0.501727 -1.763244 2.821442 0.10 0.09 -0.11
C -0.870983 -1.255272 3.981265 -0.21 0.18 0.19
C -0.029246 -3.266773 1.844927 -0.07 -0.16 -0.18
C 2.002750 -2.213408 3.861314 0.21 -0.05 0.09
Si 1.582033 1.942212 2.559064 0.01 -0.14 -0.01
C 2.027496 3.265133 1.313073 0.07 0.18 -0.23
C 3.019764 1.755364 3.757613 0.18 -0.10 0.12
C 0.139662 2.562811 3.574590 -0.26 0.01 0.15
H 5.201867 -0.130222 0.092804 -0.04 0.05 0.03
H 4.469054 -0.039025 1.701838 0.02 -0.01 -0.12
H 4.314043 1.326355 0.586388 0.04 -0.13 0.02
H 3.404111 0.072656 -2.353418 -0.07 0.01 -0.01
H 2.157315 1.179829 -1.720889 0.05 -0.10 0.02
H 1.705914 -0.451222 -2.264823 0.06 0.06 0.03
H 4.000741 -2.553135 -0.733827 -0.05 -0.02 0.05
H 2.283890 -2.929560 -0.524548 -0.01 -0.02 -0.02
H 3.332407 -2.759392 0.898271 0.01 0.03 -0.11
H -1.679023 -0.765972 3.426052 0.05 -0.07 0.06
H -0.502536 -0.541311 4.727829 -0.07 -0.10 -0.06
H -1.277936 -2.126138 4.507989 0.01 0.08 -0.02
H -0.556408 -2.984782 0.927553 -0.01 -0.02 0.06
H -0.700623 -3.901412 2.433060 0.06 -0.01 -0.02
H 0.839057 -3.864134 1.550005 -0.07 0.03 -0.01
H 2.435347 -1.326127 4.335892 -0.04 -0.09 -0.01
H 2.783227 -2.672954 3.244163 -0.07 0.04 0.08
H 1.732710 -2.924332 4.650849 0.04 0.04 -0.06
H 2.940740 3.009510 0.764984 -0.10 0.07 0.06
H 2.184838 4.227349 1.813650 0.00 -0.04 -0.06
H 1.218981 3.378848 0.582638 0.07 0.01 0.08
H 3.918148 1.360016 3.275049 -0.09 0.08 0.07
H 2.758078 1.082692 4.582285 0.03 0.08 -0.07
H 3.266454 2.734203 4.186804 -0.01 -0.09 -0.01
H -0.736462 2.746778 2.945751 0.08 0.01 0.07
H 0.414039 3.495744 4.080249 -0.05 -0.05 -0.01
H -0.150302 1.829194 4.336264 0.04 0.12 -0.07

---

53
Properties=species:S:1:pos:R:3:forces:R:3 method="wB97M-V/def2-TZVPD" max_force_ev_per_a=1.0 de_lowest_kj_mol=0.0 homo_ev=-9.4 total_charge=0
O -3.983731 0.151570 -3.030243 0.03 -0.04 0.05
C -2.804224 0.308108 -3.215868 -0.55 0.00 0.01
O -2.327963 1.156615 -4.134526 0.41 0.25 -0.31
H -3.062107 1.593138 -4.594453 -0.06 -0.20 0.23
C -1.737400 -0.403506 -2.465372 0.22 -0.14 0.14
C -0.388540 -0.121681 -2.676313 -0.12 -0.09 0.06
C 0.572182 -0.807836 -1.955446 0.14 0.06 -0.07
C 0.180903 -1.775897 -1.048774 0.26 -0.30 0.25
C -1.153095 -2.068712 -0.833323 0.01 -0.12 0.08
C -2.118119 -1.373421 -1.539587 -0.01 0.22 -0.19
H -3.169767 -1.571595 -1.399174 -0.07 -0.03 0.02
H -1.410856 -2.848733 -0.134597 -0.12 -0.08 0.06
S 1.454504 -2.660760 -0.147959 -0.15 0.43 0.06
O 0.910243 -3.901495 0.322833 -0.19 0.18 0.04
O 2.642370 -2.678896 -0.947982 0.05 0.23 -0.02
N 1.703429 -1.591182 1.121422 -0.06 -0.50 -0.84
C 0.749020 -1.757135 2.206590 -0.59 -0.22 0.43
C 1.161039 -0.908831 3.414491 0.10 0.25 -0.23
H 1.811849 -1.476558 4.079251 0.00 -0.06 0.06
H 0.274589 -0.614515 3.975402 0.02 -0.04 0.04
C 1.912526 0.342007 2.942148 0.09 0.08 0.37
N 1.094038 1.111405 2.028486 0.17 -0.28 -0.12
C 0.259596 2.081762 2.463680 -0.32 0.30 -0.46
O 0.232104 2.445603 3.621743 -0.05 0.10 0.47
C -0.613756 2.713490 1.388292 0.17 -0.18 0.04
C -1.550490 1.698583 0.726515 -0.23 0.25 0.14
C -2.469829 2.414094 -0.260446 0.18 -0.24 -0.19
C -1.653137 3.153695 -1.316454 -0.18 0.24 0.16
C -0.689391 4.140513 -0.663962 0.17 -0.22 -0.19
C 0.226767 3.420361 0.321754 -0.21 0.29 0.11
H 0.837047 2.690786 -0.216602 0.08 -0.04 -0.03
H 0.898771 4.136216 0.799057 0.09 -0.05 -0.01
H -0.091474 4.637399 -1.430654 -0.02 0.09 0.02
H -1.257642 4.907498 -0.133792 -0.01 0.09 0.02
H -1.083151 2.431708 -1.904842 0.02 -0.01 -0.08
H -2.323116 3.685072 -1.995393 0.02 -0.05 -0.10
H -3.133468 1.690905 -0.738855 -0.10 0.03 0.04
H -3.091953 3.129392 0.281468 -0.09 0.01 0.03
H -0.973034 0.939076 0.191134 0.05 -0.10 -0.03
H -2.146344 1.192706 1.489372 0.03 -0.10 0.02
H -1.223347 3.463986 1.902538 0.09 -0.09 0.04
H 1.013607 0.744085 1.094191 -0.10 0.12 -0.08
C 3.223550 -0.066189 2.257272 -0.20 -0.16 -0.04
C 3.071334 -1.432733 1.576076 0.76 -0.01 -0.06
H 3.710177 -1.516095 0.697311 0.11 0.01 0.21
H 3.340114 -2.240450 2.269624 0.02 0.02 -0.05
H 4.026856 -0.121561 2.991185 0.04 0.00 0.00
H 3.488125 0.697781 1.525895 0.05 0.01 0.01
H 2.103943 0.998141 3.797439 0.01 -0.15 -0.17
H -0.225950 -1.437195 1.827138 -0.04 -0.02 0.15
H 0.672391 -2.816159 2.483881 -0.05 0.15 0.03
H 1.626129 -0.629172 -2.098181 0.11 0.09 -0.10
H -0.105176 0.620875 -3.405805 0.04 0.04 -0.03